(1)
Formula: C3H9NO2S
Source: the Open Molecules 2025 dataset
Level of theory: the ωB97M-V functional and the def2-TZVPD basis

Properties
Multiplicity: 1
Strongest force on any atom: 0.07187 Eh/bohr
Total energy: -19671.0489 eV
Lowest unoccupied orbital energy: 0.67 eV

XYZ file:
```
16
Properties=species:S:1:pos:R:3:forces:R:3:lowdin_charge:R:1
C 0.75850 -1.38087 -0.99991 1.4789 1.9167 1.1274 -0.071
C -2.44444 -0.46281 -0.01836 -0.5944 -1.2590 -3.4237 -0.043
C 1.38735 0.03254 -0.95406 2.7895 -0.2680 -1.8115 -0.786
N -1.86994 0.98138 1.84057 0.4636 1.5619 -2.7425 0.104
O 0.72946 0.99509 -0.26756 -0.2762 0.6902 3.5764 -0.114
O -2.27479 -0.29798 1.17291 0.4090 -1.0309 2.3560 -0.184
S 3.17171 -0.03794 -0.38389 0.2146 -0.7875 -0.2225 0.731
H 0.94501 -1.96935 -0.08883 -0.4101 0.4444 -0.2438 0.092
H 1.09998 -1.91004 -1.84232 0.4479 -0.6894 -1.0801 0.062
H -0.20945 -1.02546 -1.15818 -2.2335 -0.6496 -0.0617 0.022
H -2.35464 0.29705 -0.86557 0.2675 0.5115 1.7057 0.043
H 1.53018 0.55118 -1.92938 -0.4385 -1.3076 -0.0577 0.104
H -2.05382 0.84905 2.78591 -0.4203 -0.9104 2.1703 0.044
H -2.66524 1.49462 1.50518 -0.1115 1.1743 0.0059 0.065
H 1.13136 0.97904 0.65759 -1.4812 0.2099 -1.4527 0.101
H 3.11877 0.90449 0.54590 -0.1053 0.3934 0.1546 -0.170
```
Positions in Å, forces in eV/Å.



(2)
Formula: C5H11NO
Source: the Open Molecules 2025 dataset
Level of theory: the ωB97M-V functional and the def2-TZVPD basis

Properties
Multiplicity: 1
Strongest force on any atom: 0.03518 Eh/bohr
Total energy: -8899.3930 eV
Lowest unoccupied orbital energy: 0.73 eV

XYZ file:
```
18
Properties=species:S:1:pos:R:3:forces:R:3:lowdin_charge:R:1
C 0.16049 -2.29789 -0.07283 0.4602 0.1512 -1.7427 0.016
C 0.87791 -1.21891 -0.38446 -1.3967 0.8254 0.6500 -0.134
C 0.54372 0.09105 0.25313 0.9255 0.7005 0.8491 -0.383
N -0.77393 0.61463 0.20045 0.1717 -0.7342 0.4374 0.097
C 1.52066 0.72449 0.94277 -0.7002 -0.7564 -0.6167 -0.127
C 1.29325 2.04235 1.65544 -0.1613 -1.0095 -0.2269 -0.099
H -0.76952 -2.20890 0.47111 0.2090 -0.2418 0.4639 0.058
H 0.38660 -3.21039 -0.61594 -0.2125 -0.1951 0.4022 0.057
H 1.66898 -1.14128 -1.11526 0.3072 -0.6392 0.1383 0.105
H -0.94327 1.05981 1.09558 -0.1628 0.4528 -0.1580 0.072
H -1.44612 -0.14582 0.17781 0.0045 0.0806 -0.3381 0.059
H 2.40904 0.10244 0.97336 0.4587 0.7379 0.2427 0.096
H 0.44309 1.92159 2.33812 -0.0235 0.2472 -0.0077 0.066
H 2.12184 2.38531 2.26590 0.1975 0.0067 -0.2086 0.066
H 1.02676 2.76343 0.88525 0.0049 0.3919 0.2314 0.078
O -2.63786 -0.11399 -2.29340 -0.1290 -0.1003 -0.0841 -0.050
H -3.02444 -0.67460 -1.62409 -0.6000 -0.2089 0.1503 0.020
H -1.71049 -0.24348 -2.10626 0.6468 0.2911 -0.1824 0.004
```
Positions in Å, forces in eV/Å.



Please write out number 2 again, unchanged.
Formula: C5H11NO
Source: the Open Molecules 2025 dataset
Level of theory: the ωB97M-V functional and the def2-TZVPD basis

Properties
Multiplicity: 1
Strongest force on any atom: 0.03518 Eh/bohr
Total energy: -8899.3930 eV
Lowest unoccupied orbital energy: 0.73 eV

XYZ file:
```
18
Properties=species:S:1:pos:R:3:forces:R:3:lowdin_charge:R:1
C 0.16049 -2.29789 -0.07283 0.4602 0.1512 -1.7427 0.016
C 0.87791 -1.21891 -0.38446 -1.3967 0.8254 0.6500 -0.134
C 0.54372 0.09105 0.25313 0.9255 0.7005 0.8491 -0.383
N -0.77393 0.61463 0.20045 0.1717 -0.7342 0.4374 0.097
C 1.52066 0.72449 0.94277 -0.7002 -0.7564 -0.6167 -0.127
C 1.29325 2.04235 1.65544 -0.1613 -1.0095 -0.2269 -0.099
H -0.76952 -2.20890 0.47111 0.2090 -0.2418 0.4639 0.058
H 0.38660 -3.21039 -0.61594 -0.2125 -0.1951 0.4022 0.057
H 1.66898 -1.14128 -1.11526 0.3072 -0.6392 0.1383 0.105
H -0.94327 1.05981 1.09558 -0.1628 0.4528 -0.1580 0.072
H -1.44612 -0.14582 0.17781 0.0045 0.0806 -0.3381 0.059
H 2.40904 0.10244 0.97336 0.4587 0.7379 0.2427 0.096
H 0.44309 1.92159 2.33812 -0.0235 0.2472 -0.0077 0.066
H 2.12184 2.38531 2.26590 0.1975 0.0067 -0.2086 0.066
H 1.02676 2.76343 0.88525 0.0049 0.3919 0.2314 0.078
O -2.63786 -0.11399 -2.29340 -0.1290 -0.1003 -0.0841 -0.050
H -3.02444 -0.67460 -1.62409 -0.6000 -0.2089 0.1503 0.020
H -1.71049 -0.24348 -2.10626 0.6468 0.2911 -0.1824 0.004
```
Positions in Å, forces in eV/Å.



Please write out number 2 again, unchanged.
Formula: C5H11NO
Source: the Open Molecules 2025 dataset
Level of theory: the ωB97M-V functional and the def2-TZVPD basis

Properties
Multiplicity: 1
Strongest force on any atom: 0.03518 Eh/bohr
Total energy: -8899.3930 eV
Lowest unoccupied orbital energy: 0.73 eV

XYZ file:
```
18
Properties=species:S:1:pos:R:3:forces:R:3:lowdin_charge:R:1
C 0.16049 -2.29789 -0.07283 0.4602 0.1512 -1.7427 0.016
C 0.87791 -1.21891 -0.38446 -1.3967 0.8254 0.6500 -0.134
C 0.54372 0.09105 0.25313 0.9255 0.7005 0.8491 -0.383
N -0.77393 0.61463 0.20045 0.1717 -0.7342 0.4374 0.097
C 1.52066 0.72449 0.94277 -0.7002 -0.7564 -0.6167 -0.127
C 1.29325 2.04235 1.65544 -0.1613 -1.0095 -0.2269 -0.099
H -0.76952 -2.20890 0.47111 0.2090 -0.2418 0.4639 0.058
H 0.38660 -3.21039 -0.61594 -0.2125 -0.1951 0.4022 0.057
H 1.66898 -1.14128 -1.11526 0.3072 -0.6392 0.1383 0.105
H -0.94327 1.05981 1.09558 -0.1628 0.4528 -0.1580 0.072
H -1.44612 -0.14582 0.17781 0.0045 0.0806 -0.3381 0.059
H 2.40904 0.10244 0.97336 0.4587 0.7379 0.2427 0.096
H 0.44309 1.92159 2.33812 -0.0235 0.2472 -0.0077 0.066
H 2.12184 2.38531 2.26590 0.1975 0.0067 -0.2086 0.066
H 1.02676 2.76343 0.88525 0.0049 0.3919 0.2314 0.078
O -2.63786 -0.11399 -2.29340 -0.1290 -0.1003 -0.0841 -0.050
H -3.02444 -0.67460 -1.62409 -0.6000 -0.2089 0.1503 0.020
H -1.71049 -0.24348 -2.10626 0.6468 0.2911 -0.1824 0.004
```
Positions in Å, forces in eV/Å.